DFT (wB97M-V/def2-TZVPD) results for a single C4H4BrNO molecule.

```
11
Properties=species:S:1:pos:R:3:mulliken_charge:R:1
H -0.778 2.302 0.781 0.294
H 2.654 -1.476 -0.842 0.305
O -2.108 0.849 0.172 -0.076
C -0.810 1.333 0.191 0.001
N 0.204 0.613 -0.128 -0.065
C -2.381 -0.426 -0.099 -0.155
H 2.678 -0.100 0.345 0.238
C 1.049 0.020 -0.758 0.011
Br -4.288 -0.526 -0.023 -0.131
C 2.106 -0.899 -0.175 -0.672
H 1.673 -1.691 0.535 0.250
```

Computed properties:
HOMO level (alpha / beta) = -8.095 / -8.094 eV
Energy relative to the best compared isomer or geometry (same formula, charge and spin) = 118.92 kcal/mol
Electronic energy = -2858.62965 hartree
Strongest force on any atom = 3.347 eV Å⁻¹
HOMO-LUMO gap (alpha / beta) = 7.845 / 7.844 eV
Total charge = 0